[1]
{"formula": "C42H61Br2Cl3N2PSi2V", "method": "wB97M-V/def2-TZVPD", "gap_ev": [7.739, 7.913], "lumo_energy_ev": [-3.48, -3.01], "s_squared": 0.931, "multiplicity": 2, "energy_ha": -10139.4899, "homo_energy_ev": [-11.224, -10.924], "charge": 1, "elements": ["V", "C", "C", "C", "C", "C", "C", "C", "C", "C", "C", "C", "C", "N", "H", "H", "H", "H", "H", "H", "H", "H", "H", "H", "H", "H", "H", "H", "H", "H", "H", "Br", "C", "C", "C", "N", "C", "C", "H", "H", "H", "H", "C", "C", "C", "C", "Si", "Br", "C", "C", "C", "C", "C", "C", "C", "C", "H", "H", "H", "H", "H", "H", "H", "H", "H", "H", "H", "H", "H", "H", "H", "H", "H", "H", "H", "H", "H", "H", "H", "H", "H", "H", "H", "C", "P", "C", "C", "C", "C", "C", "C", "C", "C", "C", "C", "C", "C", "H", "H", "H", "H", "H", "H", "H", "H", "H", "H", "H", "H", "H", "Cl", "Si", "Cl", "Cl"], "coordinates": [[-0.4170, 0.8795, 0.0939], [0.2142, 4.9451, 2.5374], [-0.0396, 3.7066, 3.4045], [1.0741, 2.6879, 3.1887], [-1.4509, 3.2257, 3.1480], [-2.3906, 3.5758, 4.1069], [-3.7348, 3.2892, 3.9662], [-4.1745, 2.7007, 2.7931], [-3.2944, 2.3487, 1.7885], [-3.8781, 1.8238, 0.4960], [-3.6162, 2.8175, -0.6400], [-3.4150, 0.4137, 0.1352], [-1.8870, 2.5408, 1.9720], [-1.0654, 1.9722, 1.0944], [1.1956, 5.3556, 2.7618], [-0.5350, 5.7092, 2.7304], [0.1737, 4.6669, 1.4879], [0.0021, 4.0133, 4.4561], [1.1481, 2.4223, 2.1383], [0.9152, 1.7883, 3.7796], [2.0187, 3.1296, 3.4985], [-2.0554, 4.0965, 4.9923], [-4.4333, 3.5491, 4.7459], [-5.2306, 2.5266, 2.6520], [-4.9638, 1.7609, 0.6336], [-2.5518, 3.0367, -0.7253], [-4.1397, 3.7495, -0.4422], [-3.9724, 2.4138, -1.5855], [-2.3325, 0.4079, -0.0878], [-3.9464, 0.0723, -0.7520], [-3.6183, -0.2793, 0.9538], [-2.6048, -3.6490, 4.7309], [-1.8079, -2.4526, 3.4975], [-1.4315, -2.8775, 2.2307], [-0.8694, -1.9566, 1.3651], [-0.6890, -0.6711, 1.6626], [-1.0011, -0.2921, 2.9020], [-1.5608, -1.1322, 3.8477], [-1.5709, -3.9016, 1.9265], [-0.5208, -2.2889, 0.4015], [-0.8013, 0.7363, 3.1615], [-1.8040, -0.7589, 4.8294], [4.7984, -4.2819, 1.1049], [4.8651, -3.8201, 2.5659], [3.8729, -4.6949, 3.3409], [6.2731, -4.1134, 3.0904], [4.4308, -1.9328, 2.7805], [2.5314, -1.7659, 1.5351], [3.8663, -1.4245, 4.5748], [3.8185, 0.0957, 4.7546], [2.4620, -1.9477, 4.9038], [4.8588, -1.9790, 5.5992], [5.6248, -0.6677, 1.9087], [6.0333, -1.1733, 0.5205], [6.8949, -0.4726, 2.7396], [4.9764, 0.7042, 1.6907], [4.9906, -5.3529, 1.0581], [5.5438, -3.7943, 0.4868], [3.8171, -4.1066, 0.6687], [4.1080, -5.7455, 3.1737], [2.8492, -4.5274, 3.0068], [3.9303, -4.5201, 4.4116], [6.4741, -5.1816, 3.0087], [6.3824, -3.8368, 4.1368], [7.0317, -3.5925, 2.5089], [3.1599, 0.5644, 4.0257], [4.8085, 0.5371, 4.6776], [3.4369, 0.3300, 5.7480], [1.7069, -1.4586, 4.2874], [2.2301, -1.7329, 5.9468], [2.3751, -3.0206, 4.7605], [5.8783, -1.6769, 5.3688], [4.8218, -3.0637, 5.6456], [4.6168, -1.6003, 6.5915], [6.6837, -2.0415, 0.5850], [6.5863, -0.3904, 0.0017], [5.1634, -1.4252, -0.0854], [7.4223, -1.4112, 2.8928], [6.6765, -0.0390, 3.7131], [7.5684, 0.2068, 2.2183], [4.0528, 0.6233, 1.1238], [5.6571, 1.3337, 1.1184], [4.7647, 1.2189, 2.6208], [-0.6530, -2.8534, -1.9207], [-0.5631, -1.0013, -1.8986], [0.8315, -0.9313, -3.0861], [0.6839, -1.1222, -4.4542], [1.8018, -1.1806, -5.2673], [3.0705, -1.0665, -4.7235], [3.2219, -0.9046, -3.3554], [2.1073, -0.8386, -2.5398], [-2.0341, -0.6264, -2.9298], [-3.2176, -1.3423, -2.7591], [-4.3363, -1.0284, -3.5093], [-4.2984, 0.0134, -4.4199], [-3.1342, 0.7479, -4.5733], [-2.0106, 0.4351, -3.8309], [-0.7570, -3.1705, -2.9597], [-1.4864, -3.2416, -1.3363], [0.2845, -3.2454, -1.5220], [-0.2987, -1.2229, -4.8915], [1.6843, -1.3283, -6.3321], [3.9424, -1.1147, -5.3593], [4.2091, -0.8325, -2.9252], [2.2219, -0.7349, -1.4693], [-3.2731, -2.1490, -2.0406], [-5.2406, -1.6015, -3.3759], [-5.1753, 0.2506, -5.0021], [-3.1078, 1.5711, -5.2702], [-1.0990, 0.9983, -3.9753], [1.7492, 1.3624, 0.0421], [0.1525, 2.4813, -1.6452], [1.3329, 2.2661, -3.2880], [0.4001, 4.4014, -1.0725]]}


[2]
{"formula": "C42H61CoNO2P3SSi", "method": "wB97M-V/def2-TZVPD", "gap_ev": [5.591, 6.657], "lumo_energy_ev": [2.57, 2.57], "s_squared": 3.767, "multiplicity": 4, "energy_ha": -4936.7672, "homo_energy_ev": [-3.016, -4.085], "charge": -1, "elements": ["Co", "C", "C", "C", "P", "C", "C", "C", "C", "C", "C", "C", "C", "C", "Si", "C", "C", "C", "C", "C", "C", "P", "C", "C", "C", "C", "C", "C", "C", "C", "C", "C", "C", "C", "P", "C", "C", "C", "C", "C", "C", "H", "H", "H", "H", "H", "H", "H", "H", "H", "H", "H", "H", "H", "H", "H", "H", "H", "H", "H", "H", "H", "H", "H", "H", "H", "H", "H", "H", "H", "H", "H", "H", "H", "H", "H", "H", "H", "H", "H", "H", "H", "H", "H", "H", "H", "H", "H", "H", "H", "H", "H", "H", "H", "H", "O", "N", "C", "C", "C", "C", "C", "S", "H", "H", "H", "H", "C", "O", "H", "H", "H"], "coordinates": [[1.3056, -0.1875, -0.3546], [0.9192, 0.6264, 4.9137], [0.9649, 0.9899, 3.4277], [1.3774, 2.4497, 3.2424], [1.8455, -0.1988, 2.1859], [3.5591, 0.0040, 2.9446], [3.9482, -0.7513, 4.2164], [4.6746, -0.0924, 1.9023], [0.9063, -1.6909, 2.6959], [1.3240, -2.6531, 3.6122], [0.5636, -3.7921, 3.8502], [-0.6141, -3.9996, 3.1524], [-1.0244, -3.0577, 2.2176], [-0.2954, -1.8937, 1.9810], [-0.7656, -0.5566, 0.6651], [-2.0267, 0.5201, 1.6897], [-2.5082, 0.0143, 2.9031], [-3.3767, 0.7278, 3.7101], [-3.8073, 1.9795, 3.3072], [-3.3764, 2.5003, 2.1007], [-2.4891, 1.7996, 1.2790], [-1.9310, 2.4322, -0.3482], [-3.2166, 1.6282, -1.4805], [-4.6249, 1.4498, -0.9187], [-3.2500, 2.3380, -2.8339], [-2.3749, 4.2683, -0.4655], [-3.7102, 4.8649, -0.0141], [-1.2298, 5.0635, 0.1675], [-2.0847, -1.4994, -0.3972], [-3.3974, -1.7101, 0.0396], [-4.3167, -2.4102, -0.7240], [-3.9290, -2.9489, -1.9448], [-2.6430, -2.7319, -2.4080], [-1.7285, -1.9855, -1.6601], [-0.0666, -1.5535, -2.3174], [-0.5901, -0.8324, -3.9952], [0.2774, 0.3969, -4.2916], [-0.5775, -1.7726, -5.1972], [0.5720, -3.2679, -2.7144], [0.3782, -4.1505, -1.4794], [2.0522, -3.1665, -3.0857], [0.0715, 1.1257, 5.3976], [1.8309, 0.9488, 5.4255], [0.7941, -0.4486, 5.0573], [-0.0525, 0.9160, 3.0610], [2.3038, 2.6831, 3.7756], [0.5980, 3.1195, 3.6226], [1.5300, 2.6772, 2.1875], [3.4887, 1.0638, 3.2071], [4.2850, -1.7634, 3.9836], [3.1291, -0.8048, 4.9309], [4.7779, -0.2261, 4.7006], [4.9271, -1.1271, 1.6698], [5.5756, 0.4086, 2.2760], [4.3667, 0.3960, 0.9788], [2.2513, -2.5419, 4.1523], [0.9023, -4.5184, 4.5808], [-1.2074, -4.8881, 3.3385], [-1.9356, -3.2348, 1.6547], [-2.1552, -0.9546, 3.2382], [-3.7060, 0.3152, 4.6569], [-4.4905, 2.5492, 3.9270], [-3.7481, 3.4683, 1.7991], [-2.7928, 0.6323, -1.6332], [-5.1094, 2.4124, -0.7456], [-4.6035, 0.9036, 0.0227], [-5.2386, 0.8837, -1.6269], [-3.8076, 3.2754, -2.7687], [-3.7388, 1.7083, -3.5823], [-2.2386, 2.5591, -3.1826], [-2.3042, 4.4054, -1.5505], [-3.7251, 5.0235, 1.0645], [-4.5700, 4.2556, -0.2914], [-3.8313, 5.8467, -0.4824], [-1.2482, 4.9715, 1.2568], [-1.3048, 6.1239, -0.0941], [-0.2659, 4.6984, -0.1754], [-3.7048, -1.3059, 0.9979], [-5.3337, -2.5424, -0.3719], [-4.6281, -3.5301, -2.5351], [-2.3525, -3.1606, -3.3606], [-1.6156, -0.4884, -3.8288], [1.2919, 0.0898, -4.5526], [0.3415, 1.0433, -3.4153], [-0.1341, 0.9702, -5.1283], [0.4256, -2.1626, -5.3783], [-0.8846, -1.2206, -6.0903], [-1.2619, -2.6129, -5.0833], [0.0152, -3.6962, -3.5526], [0.7405, -3.6367, -0.5868], [0.9301, -5.0878, -1.5891], [-0.6736, -4.3844, -1.3218], [2.5993, -2.6534, -2.2924], [2.1949, -2.5937, -4.0052], [2.4813, -4.1624, -3.2273], [2.4432, -0.0659, -2.1942], [3.3392, 0.8562, -2.4323], [4.1082, 0.7457, -3.5334], [5.0962, 1.6491, -3.8318], [5.3156, 2.7122, -2.9535], [4.5140, 2.8347, -1.8448], [3.4743, 1.9239, -1.5806], [2.3982, 2.0759, -0.2819], [3.8897, -0.1168, -4.1458], [5.6811, 1.5258, -4.7314], [6.1039, 3.4285, -3.1456], [4.6527, 3.6362, -1.1341], [3.0225, -2.8465, 0.7417], [2.5858, -1.5322, 0.6883], [2.1973, -3.5771, 0.7375], [3.5931, -3.0376, 1.6661], [3.6822, -3.0915, -0.1084]]}


The records above yield ΔE to the lowest compared entry with this formula, charge and spin values of 13.3, 23.2 kcal per mole, respectively.